Record 1
# C8H21F3OP2Tm

C8H21F3OP2Tm as an isolated structure in a non-equilibrium geometry (wB97M-V/def2-TZVPD, OMol25).

<S²>: 2.03
Total energy, eV: -66922.244

ORCA input file:
```
! RIJCOSX wB97M-V def2-TZVPD def2/J DEFGRID3
* xyz 1 3
Tm -0.04057 -0.16540 0.02907
H -0.79337 -0.64500 1.15357
H -0.79937 0.24640 1.15667
P -0.13997 -2.48000 -0.38563
P -0.14247 2.15230 -0.36993
C 1.37033 3.13940 0.01847
H 1.24613 4.20430 -0.24723
H 1.59083 3.04900 1.09497
H 2.21893 2.71350 -0.54173
C -0.44477 2.57560 -2.13983
H -1.38987 2.10420 -2.45353
H -0.49607 3.66840 -2.29073
H 0.37073 2.15000 -2.74653
C -1.46907 3.11150 0.48867
H -1.30897 3.04930 1.57807
H -1.47347 4.17170 0.17807
H -2.44257 2.65140 0.25167
C -0.26667 -2.89600 -2.17823
H -0.34107 -3.98650 -2.33573
H -1.15587 -2.39180 -2.58953
H 0.62343 -2.50160 -2.69443
C 1.29703 -3.50740 0.15747
H 1.40353 -3.42420 1.25177
H 1.17383 -4.56830 -0.12403
H 2.21213 -3.10400 -0.30683
C -1.57367 -3.40380 0.32667
H -2.50387 -2.91700 -0.00933
H -1.57287 -4.46330 0.01387
H -1.52747 -3.34670 1.42727
C 1.66203 -0.16420 0.91797
O 2.71773 -0.16520 1.42717
H 0.69713 -0.14930 -1.45603
F -0.80167 0.91360 3.13507
C 0.34543 1.19470 2.38647
F 0.44293 2.53660 2.65137
F 1.31143 0.64780 3.22497
*
```

Record 2
# CH3NSi

An isolated molecule of CH3NSi in a non-equilibrium geometry (wB97M-V/def2-TZVPD, OMol25).

Energy relative to the best compared isomer or geometry (same formula, charge and spin), kJ/mol: 49.6
SMILES: N#C[SiH3]
Total energy, eV: -10451.825

ORCA input file:
```
! RIJCOSX wB97M-V def2-TZVPD def2/J DEFGRID3
* xyz 0 1
C 0.10193 -0.33821 1.21837
N 0.00410 -0.37857 2.37720
Si -0.10432 0.15782 -0.63890
H 0.08063 1.71299 -0.40090
H 0.99146 -0.51471 -1.21030
H -1.07381 -0.63932 -1.34547
*
```

Record 3
# C4H7NO

An isolated molecule of C4H7NO in a non-equilibrium geometry (wB97M-V/def2-TZVPD, OMol25).

Energy relative to the best compared isomer or geometry (same formula, charge and spin), kJ/mol: 224.0
SMILES: N#CCCCO
Total energy, eV: -7797.322

ORCA input file:
```
! RIJCOSX wB97M-V def2-TZVPD def2/J DEFGRID3
* xyz 0 1
O 0.48507 -1.09765 1.38229
C -0.71574 -0.97199 0.66788
C -0.90288 0.36961 -0.36799
C 0.38845 1.15380 -0.28156
C 1.51318 0.34836 -0.78447
N 2.37604 -0.32576 -1.16137
H 1.16209 -1.58198 0.89115
H -1.49567 -0.95086 1.43035
H -0.86088 -1.45778 -0.25802
H -1.77325 0.93267 -0.03007
H -1.11290 0.14060 -1.44906
H 0.56944 1.33644 0.77788
H 0.36704 2.10455 -0.81701
*
```

Record 4
# C8H6O3S

An isolated molecule of C8H6O3S in a non-equilibrium geometry (wB97M-V/def2-TZVPD, OMol25).

Energy relative to the best compared isomer or geometry (same formula, charge and spin), kJ/mol: 43.7
SMILES: O=C1OC(=O)[C@]2(S)C=CC=C[C@H]12
Total energy, eV: -25369.120

ORCA input file:
```
! RIJCOSX wB97M-V def2-TZVPD def2/J DEFGRID3
* xyz 0 1
C 1.98943 0.66843 0.03464
C 1.75691 -0.40484 0.99773
C 1.07433 1.15143 -0.83906
C 0.57714 -1.00204 0.92335
C -1.37146 1.59121 -0.42248
C -2.03184 -0.36415 0.58103
C -0.30739 0.59206 -0.86482
C -0.48635 -0.64282 -0.14947
O -1.37718 2.77662 -0.51714
O -2.65200 -1.18598 1.20075
O -2.38260 0.85749 0.28800
S -0.56139 -2.14259 -1.11751
H 2.97975 0.91606 -0.03202
H 2.71612 -0.63082 1.61069
H 1.19218 2.06495 -1.45970
H 0.29547 -1.73331 1.68714
H -0.78692 0.39750 -1.94913
H -0.62418 -2.90919 0.02800
*
```